1.
Here is a cluster of 4 separate species, C24H41N3O6 in total from OMol25. Energies are from ωB97M-V/def2-TZVPD.

Each line ends with the Mulliken charge.
Positions of all 74 atoms, in Å:
C  3.311727  5.645968  -0.354615  -0.401
C  2.672637  4.370897  -0.288258  -0.592
C  1.811167  3.014287  0.176513  0.310
N  0.317924  3.113052  0.027706  -0.047
C  -0.262606  1.825455  0.540255  0.378
C  -1.931639  1.715724  0.505094  -0.226
C  -2.786385  0.426263  1.047736  -0.558
C  -1.972610  -0.870249  1.645724  -0.279
C  -0.322693  -0.772746  1.669921  -0.523
C  0.524049  0.538138  1.147788  0.374
N  2.021847  0.498359  1.219364  -0.296
C  2.684799  1.757097  0.730205  0.199
C  4.354000  1.760982  0.798894  -0.199
C  4.725095  1.388685  2.380677  -0.507
N  4.787264  -0.105114  2.637331  -0.550
H  3.636436  6.786277  -0.242029  0.337
H  -2.547016  2.635228  0.098490  0.110
H  -3.963756  0.365756  1.052579  0.312
H  -2.499252  -1.846643  2.054700  0.339
H  0.260745  -1.699133  2.095788  0.286
H  4.829207  2.768812  0.445536  0.375
H  4.686409  0.838246  0.118429  0.077
H  3.840485  1.803976  3.047967  0.264
H  5.698725  1.940038  2.755602  0.248
H  3.912277  -0.343486  3.184305  0.293
H  4.756129  -0.644050  1.743052  0.193
C  -4.425785  6.811565  -2.036094  -0.748
O  -3.422348  6.897436  -1.027957  -0.396
C  -2.760868  5.647993  -0.814360  -0.528
C  -1.386906  5.622122  -1.491962  -0.027
O  -1.511950  5.642631  -2.917497  -0.408
C  -1.248087  6.931168  -3.462199  -0.744
H  -4.737511  7.826543  -2.296269  0.253
H  -4.054702  6.320819  -2.938466  0.327
H  -5.291349  6.267661  -1.647196  0.317
H  -3.382580  4.811575  -1.153105  0.356
H  -2.619535  5.544973  0.266995  0.362
H  -0.884106  4.684955  -1.230646  0.141
H  -0.758351  6.449680  -1.141604  0.298
H  -0.173775  7.133979  -3.425649  0.328
H  -1.790745  7.716969  -2.929400  0.319
H  -1.570311  6.934572  -4.506931  0.242
C  -7.696036  -3.761050  -0.428316  -0.720
O  -6.644468  -4.640228  -0.818004  -0.373
C  -5.372614  -3.987377  -0.839380  -0.535
C  -4.545850  -4.337450  0.402190  -0.455
O  -5.132288  -3.788540  1.586670  -0.324
C  -5.836750  -4.768311  2.341943  -0.794
H  -8.587538  -4.361164  -0.227992  0.246
H  -7.444487  -3.201562  0.475292  0.317
H  -7.916302  -3.067499  -1.244859  0.323
H  -5.489715  -2.902580  -0.941236  0.324
H  -4.843637  -4.352788  -1.726270  0.370
H  -3.552777  -3.886897  0.301265  0.383
H  -4.414698  -5.422189  0.496125  0.333
H  -5.124250  -5.427533  2.846309  0.314
H  -6.507799  -5.360961  1.714014  0.344
H  -6.434664  -4.253511  3.098770  0.247
C  7.225256  -3.534734  0.799448  -0.814
O  5.929181  -3.098242  0.399115  -0.310
C  5.740620  -3.187269  -1.015383  -0.411
C  4.907146  -4.417156  -1.389923  -0.563
O  5.619216  -5.628167  -1.116771  -0.372
C  5.171932  -6.257115  0.079479  -0.701
H  7.229395  -3.642572  1.887289  0.256
H  7.485481  -4.497655  0.354610  0.354
H  7.968729  -2.783286  0.518655  0.313
H  6.702492  -3.188902  -1.540430  0.346
H  5.193591  -2.288251  -1.319426  0.329
H  4.716523  -4.397053  -2.468179  0.378
H  3.937796  -4.408155  -0.877124  0.324
H  4.195026  -6.719236  -0.089977  0.321
H  5.106864  -5.549964  0.911068  0.298
H  5.888570  -7.039062  0.344615  0.244

Cartesian forces (eV/Å) of the 3 atoms listed first:
-5.097 -8.571 1.196
3.060 7.903 0.920
-0.663 0.216 -0.352

Charge   0
HOMO-LUMO gap   7.0 eV
SMILES string   C#Cc1nc2ccccc2nc1CCN.COCCOC.COCCOC.COCCOC
Spin multiplicity   1
LUMO level   -1.6 eV
Relative energy (zero: lowest compared OMol25 entry of this formula, charge and spin)   567.4 kcal per mole

=====

2.
Here is a cluster of 2 separate species, C7H21N4O in total from OMol25. Energies are from ωB97M-V/def2-TZVPD.

Each line ends with the Mulliken charge.
Positions of all 33 atoms, in Å:
C  0.464545  -0.205096  -2.803635  -1.221
C  1.675324  1.635406  -0.664792  -0.909
C  -1.960189  -2.064723  1.375436  -0.834
C  -0.243278  0.425316  -1.616793  -0.339
C  0.161318  -1.672301  0.420370  -0.751
C  1.196256  -0.571468  0.192763  -0.656
C  0.864379  1.703564  2.311189  -0.134
N  1.548147  1.763981  3.445770  -0.371
N  -0.440974  1.919783  2.439861  -0.161
N  0.614480  0.645862  -0.426933  0.408
N  -1.233584  1.790932  1.282345  -0.635
O  -0.959237  -1.113838  1.072162  -0.175
H  0.841709  -1.197776  -2.574531  0.282
H  -0.247034  -0.299644  -3.619508  0.423
H  1.285606  0.415086  -3.153674  0.334
H  1.252959  2.523285  -1.126605  0.370
H  2.091151  1.910206  0.304628  0.320
H  2.452954  1.226691  -1.302758  0.450
H  -2.343431  -2.535428  0.463715  0.345
H  -2.769582  -1.526735  1.868413  0.248
H  -1.582945  -2.840124  2.050500  0.313
H  -0.638361  1.402543  -1.905200  0.453
H  -1.089945  -0.190106  -1.305295  0.323
H  0.617523  -2.458816  1.039440  0.505
H  -0.148364  -2.142106  -0.526027  0.386
H  2.003537  -0.957292  -0.429631  0.442
H  1.589971  -0.242000  1.159857  0.404
H  2.543868  1.628752  3.435761  0.214
H  1.133970  1.963619  4.356696  0.169
H  -0.910738  2.128850  3.328930  0.232
H  -0.032769  1.078334  0.317451  0.079
H  -1.733317  2.658332  1.084315  0.261
H  -1.911053  1.036250  1.397321  0.224

Cartesian forces (eV/Å) of the 3 atoms listed first:
0.005 0.129 0.173
0.509 0.371 -0.017
-0.142 -0.134 0.035

Charge   +1
HOMO-LUMO gap   10.1 eV
Spin multiplicity   1
LUMO level   -2.1 eV
Relative energy (zero: lowest compared OMol25 entry of this formula, charge and spin)   22.7 kcal per mole

=====

3.
Here is a structure of composition C12H9AgIOS2 from OMol25. Energies are from ωB97M-V/def2-TZVPD.

Each line ends with the Mulliken charge.
Positions of all 26 atoms, in Å:
Ag  2.712643  -0.905178  -0.674312  -0.028
I  1.665362  -2.974853  1.323304  0.011
C  0.181706  -1.435898  1.289498  -0.246
C  -1.092919  -1.874256  1.511219  -0.633
C  -2.134163  -0.941075  1.672528  -0.578
C  -1.845447  0.391824  1.677914  -0.793
C  -0.524266  0.852525  1.467532  0.710
C  -0.226720  2.231952  1.559179  -0.803
C  1.053975  2.664370  1.374370  -0.476
C  2.061729  1.761174  0.981512  -0.313
C  1.851569  0.405269  0.823570  -0.607
C  0.537091  -0.063974  1.177089  1.451
H  -1.304150  -2.931507  1.590921  0.340
H  -3.146798  -1.293328  1.825505  0.374
H  -2.624557  1.126888  1.851166  0.326
H  -1.030894  2.926513  1.777266  0.316
H  1.291391  3.717134  1.491553  0.371
H  3.048239  2.164574  0.774621  0.326
C  -0.770926  0.096002  -2.693463  -0.827
O  0.525980  -0.463564  -2.521261  -0.273
C  0.840898  -1.637869  -3.124240  0.283
S  -0.257122  -2.451318  -4.066343  -0.418
S  2.459707  -2.109607  -2.902729  -0.448
H  -0.725187  1.093758  -2.261104  0.230
H  -1.518971  -0.504394  -2.174749  0.329
H  -1.028169  0.154834  -3.750554  0.375

Cartesian forces (eV/Å) of the 3 atoms listed first:
-0.029 0.168 -0.452
-0.351 0.213 0.042
0.221 -0.522 0.036

Charge   -1
HOMO-LUMO gap   7.1 eV
Spin multiplicity   1
LUMO level   2.6 eV
Relative energy (zero: lowest compared OMol25 entry of this formula, charge and spin)   6.9 kcal per mole

=====

4.
Here is the ion C2H2NOS2 with charge -1 from OMol25. Energies are from ωB97M-V/def2-TZVPD.

Each line ends with the Mulliken charge.
Positions of all 8 atoms, in Å:
C  1.178057  -0.266067  0.235586  -0.036
C  -0.123215  0.496555  0.263651  0.395
N  -1.189677  0.211010  -0.669076  -0.510
O  -0.234793  1.283286  1.156149  -0.530
S  2.585652  0.525731  -0.161352  -0.409
S  0.681306  -1.785143  0.679867  -0.419
H  -0.802834  -0.487031  -1.240599  0.284
H  -2.094499  0.021659  -0.264227  0.225

Cartesian forces (eV/Å) of the 3 atoms listed first:
-0.805 0.310 -1.209
-0.804 0.285 -0.517
1.794 1.431 1.110

Charge   -1
HOMO-LUMO gap   7.5 eV
SMILES string   NC(=O)C(=S)[S-]
Spin multiplicity   1
LUMO level   3.7 eV
Relative energy (zero: lowest compared OMol25 entry of this formula, charge and spin)   3.5 kcal per mole

=====

5.
Here is a cluster of 2 separate species, C5H7Cl in total from OMol25. Energies are from ωB97M-V/def2-TZVPD.

Each line ends with the Mulliken charge.
Positions of all 13 atoms, in Å:
C  -2.614014  0.046502  -0.012316  -0.393
C  -2.956122  1.239303  0.246974  -0.370
C  0.491779  -0.018650  -1.331851  -0.592
C  0.562673  -0.003527  1.205845  -0.954
C  0.266980  0.565317  -0.167853  0.409
Cl  0.821947  2.343390  -0.041628  -0.273
H  -2.888744  -1.059511  0.005040  0.288
H  0.389241  0.471435  -2.404008  0.225
H  0.535738  -1.123078  -1.358964  0.234
H  -3.524612  1.872256  0.495573  0.519
H  -0.249006  0.035588  1.847118  0.281
H  0.897005  -1.069419  0.938217  0.279
H  1.458897  0.541420  1.588330  0.347

Cartesian forces (eV/Å) of the 3 atoms listed first:
-3.139 3.705 1.670
8.518 -15.186 -4.475
-1.401 -0.172 -2.636

Charge   0
HOMO-LUMO gap   10.2 eV
SMILES string   C=C(C)Cl.C#C
Spin multiplicity   1
LUMO level   0.8 eV
Relative energy (zero: lowest compared OMol25 entry of this formula, charge and spin)   121.1 kcal per mole

=====

6.
Here is a structure of composition C32H26BrN2O6PdSSi from OMol25. Energies are from ωB97M-V/def2-TZVPD.

Each line ends with the Mulliken charge.
Positions of all 70 atoms, in Å:
Pd  1.932290  -0.833070  0.220045  -0.513
C  3.168826  0.321505  -2.421156  -0.812
O  1.960144  0.673547  -1.711821  0.474
C  1.573032  1.963230  -1.638198  0.025
C  1.815551  2.913981  -2.610357  -0.783
C  1.322175  4.203323  -2.432481  -0.632
Br  1.666226  5.498927  -3.773285  -0.254
C  0.591480  4.553569  -1.327382  -0.814
C  0.322403  3.588565  -0.342480  0.695
C  0.810274  2.288082  -0.503379  0.783
O  0.608919  1.305954  0.377284  -0.373
C  -0.443326  3.896073  0.843294  0.018
N  -0.716047  3.028426  1.792769  -0.161
C  -1.455101  3.706236  2.735648  0.078
C  -1.998107  3.263174  3.938284  -0.831
C  -2.706515  4.178389  4.695268  -0.517
C  -2.876178  5.502643  4.276038  -0.403
C  -2.341686  5.957474  3.082816  -1.031
C  -1.632307  5.037242  2.326202  0.704
N  -0.979034  5.128680  1.117674  -0.064
H  3.718028  1.218016  -2.703641  0.483
H  2.886795  -0.244107  -3.310653  0.242
H  3.770415  -0.299400  -1.755137  0.069
H  2.368882  2.655582  -3.500422  0.602
H  0.230797  5.567949  -1.230738  0.464
H  0.126546  1.661651  1.167014  0.633
H  -1.860962  2.238720  4.256358  0.502
H  -3.141556  3.868895  5.636540  0.377
H  -3.437316  6.185704  4.900272  0.375
H  -2.473475  6.982801  2.761717  0.374
H  -0.901238  5.946624  0.542052  0.191
O  4.316174  -2.027598  -0.417287  -0.642
S  4.249254  -1.597225  0.991767  1.188
O  5.372419  -1.984589  1.804313  -0.722
O  3.968063  -0.123685  1.010725  -0.640
O  2.926637  -2.175028  1.567037  -0.604
C  -2.505322  0.747758  -2.757196  -0.500
C  -1.385273  0.182594  -3.353404  -0.669
C  -0.607063  -0.722503  -2.647950  -0.416
C  -0.921223  -1.090131  -1.336917  0.676
C  -2.056922  -0.517179  -0.761761  -0.528
C  -2.840623  0.391621  -1.457728  -0.689
Si  0.271419  -2.172144  -0.321466  1.316
C  -0.671400  -2.790343  1.205632  -0.264
C  -1.784276  -3.622414  1.055909  0.100
C  -2.504148  -4.062563  2.156192  -0.750
C  -2.114643  -3.681537  3.434368  -0.372
C  -1.001919  -2.870809  3.601438  -0.761
C  -0.285768  -2.429830  2.494993  -0.388
C  0.800448  -3.676235  -1.345961  0.457
C  0.067550  -4.136197  -2.441147  0.045
C  0.449031  -5.278737  -3.130605  -0.637
C  1.580204  -5.978234  -2.732918  -0.392
C  2.324595  -5.526772  -1.651190  -0.736
C  1.941195  -4.385245  -0.962277  -0.439
H  -3.113218  1.458871  -3.303506  0.371
H  -1.115536  0.453978  -4.367536  0.411
H  0.271921  -1.147743  -3.122509  0.453
H  -2.326324  -0.776901  0.256789  0.335
H  -3.713378  0.825170  -0.983487  0.424
H  -2.091439  -3.936177  0.062815  0.350
H  -3.364498  -4.707438  2.019688  0.372
H  -2.672305  -4.025750  4.297390  0.362
H  -0.678858  -2.588441  4.596230  0.393
H  0.607279  -1.828262  2.628968  0.337
H  -0.817406  -3.595012  -2.762674  0.358
H  -0.133487  -5.620706  -3.978224  0.367
H  1.884365  -6.868970  -3.270066  0.355
H  3.219339  -6.056190  -1.347467  0.407
H  2.545202  -4.017791  -0.139124  0.172

Cartesian forces (eV/Å) of the 3 atoms listed first:
0.409 0.193 0.862
-0.013 0.023 -0.094
0.262 -0.061 0.099

Charge   -1
HOMO-LUMO gap   6.9 eV
Spin multiplicity   1
LUMO level   1.8 eV
Relative energy (zero: lowest compared OMol25 entry of this formula, charge and spin)   10.7 kcal per mole